The following is a DFT calculation (ωB97M-V/def2-TZVPD) of a structure of composition C44H51GeN4OP2SZn at a distorted geometry.

Element x y z (Å)
Zn: 14.023 14.557 13.521
S: 15.853 14.838 12.006
C: 16.021 13.177 12.472
C: 17.022 12.299 11.989
C: 17.049 11.025 12.520
C: 16.206 10.640 13.571
C: 15.190 11.524 13.961
N: 15.085 12.767 13.419
H: 17.595 12.589 11.060
H: 17.800 10.374 12.148
H: 16.386 9.728 14.160
H: 14.475 11.293 14.726
C: 10.925 13.785 12.223
P: 11.982 15.347 12.065
C: 12.082 15.625 10.265
C: 13.217 15.391 9.490
C: 13.400 16.016 8.177
C: 12.360 16.826 7.654
C: 11.202 16.943 8.432
C: 11.020 16.231 9.621
C: 9.571 16.403 13.045
C: 8.991 16.692 14.278
C: 9.565 17.409 15.217
C: 10.789 18.161 15.337
C: 11.637 18.591 14.320
C: 11.813 17.861 13.122
P: 11.870 12.134 11.725
C: 11.969 12.160 9.928
C: 10.936 12.354 9.022
C: 11.216 12.575 7.678
C: 12.497 12.388 7.203
C: 13.519 11.953 8.064
C: 13.229 11.857 9.427
C: 10.525 10.934 11.943
C: 10.216 9.913 11.013
C: 9.012 9.279 11.123
C: 8.154 9.470 12.193
C: 8.537 10.306 13.213
C: 9.774 10.992 13.116
H: 10.012 13.851 11.681
H: 10.785 13.740 13.320
H: 14.104 14.880 9.925
H: 14.300 15.771 7.667
H: 12.454 17.339 6.653
H: 10.488 17.680 8.184
H: 10.049 16.262 10.157
H: 7.898 16.442 14.468
H: 9.004 17.484 16.158
H: 10.862 18.646 16.318
H: 12.120 19.612 14.472
H: 12.358 18.408 11.175
H: 9.959 12.555 9.396
H: 10.389 12.831 6.986
H: 12.766 12.622 6.179
H: 14.513 11.805 7.692
H: 14.006 11.605 10.148
H: 10.954 9.624 10.232
H: 8.760 8.609 10.306
H: 7.142 9.065 12.233
H: 7.898 10.443 14.098
H: 10.111 11.642 13.890
O: 8.770 16.088 12.131
C: 11.069 16.591 12.933
N: 12.686 18.325 12.132
N: 14.639 16.882 19.199
C: 14.441 16.305 17.975
C: 15.510 16.111 17.111
C: 15.325 15.427 15.938
N: 14.069 15.067 15.459
C: 13.044 15.249 16.324
C: 13.192 15.842 17.565
H: 15.491 17.417 19.213
H: 13.796 17.325 19.618
H: 16.531 16.560 17.297
H: 16.222 15.173 15.373
H: 12.127 14.730 16.056
H: 12.255 16.024 18.143
C: 18.601 19.497 15.089
C: 17.326 20.191 15.390
C: 16.373 20.241 14.188
C: 15.228 19.127 14.047
Ge: 14.331 19.261 12.270
C: 13.816 21.135 12.293
C: 14.391 21.818 11.012
C: 15.179 23.091 11.275
C: 15.226 23.900 9.969
H: 19.337 19.499 15.915
H: 19.126 19.917 14.233
H: 18.475 18.444 14.900
H: 17.480 21.260 15.644
H: 16.886 19.704 16.312
H: 16.949 20.296 13.233
H: 15.821 21.161 14.182
H: 14.400 19.392 14.726
H: 15.492 18.064 14.230
H: 14.949 18.815 10.958
H: 14.205 21.620 13.150
H: 12.723 21.175 12.323
H: 13.546 22.001 10.369
H: 15.053 21.069 10.527
H: 16.258 22.886 11.487
H: 14.857 23.735 12.109
H: 15.806 23.307 9.197
H: 15.760 24.880 10.069
H: 14.233 24.021 9.514

Energy in eV: -188802.532
Energy above the lowest of the compared OMol25 structures with the same formula, charge and spin in eV: 4.010
Charge: +1
HOMO level in eV: -10.09
Multiplicity: 1
E_LUMO in eV: -3.6

Löwdin population analysis, charges in e, atoms 1 to 99:
1. Zn 0.4609
2. S 0.5770
3. C -0.7631
4. C -0.0923
5. C -0.0712
6. C -0.0578
7. C -0.1208
8. N -0.0841
9. H 0.1308
10. H 0.1013
11. H 0.1129
12. H 0.1049
13. C -0.4471
14. P 0.9779
15. C -0.3942
16. C -0.0912
17. C -0.0440
18. C -0.0729
19. C -0.0852
20. C -0.0967
21. C -0.4285
22. C -0.0315
23. C -0.0823
24. C -0.0503
25. C -0.0315
26. C -0.3126
27. P 1.0400
28. C -0.4461
29. C -0.0882
30. C -0.0733
31. C -0.0818
32. C -0.0608
33. C -0.1241
34. C -0.3961
35. C -0.0949
36. C -0.0960
37. C -0.0952
38. C -0.0775
39. C -0.1069
40. H 0.0325
41. H 0.0293
42. H 0.0463
43. H 0.0861
44. H 0.1228
45. H 0.0901
46. H 0.1064
47. H 0.1616
48. H 0.1174
49. H 0.1084
50. H 0.1319
51. H 0.0828
52. H 0.1066
53. H 0.1219
54. H 0.1065
55. H 0.0979
56. H 0.0868
57. H 0.1257
58. H 0.1109
59. H 0.1110
60. H 0.1106
61. H 0.0760
62. O 0.0369
63. C -0.2387
64. N -0.0711
65. N 0.1392
66. C -0.3276
67. C -0.0168
68. C -0.1023
69. N -0.0537
70. C -0.1195
71. C -0.0078
72. H 0.1009
73. H 0.1337
74. H 0.1455
75. H 0.1151
76. H 0.1199
77. H 0.1343
78. C -0.1377
79. C -0.2824
80. C -0.2529
81. C -0.2704
82. Ge 0.9282
83. C -0.2969
84. C -0.2935
85. C -0.2837
86. C -0.1339
87. H 0.0826
88. H 0.0775
89. H 0.0645
90. H 0.1141
91. H 0.1163
92. H 0.1133
93. H 0.0666
94. H 0.0460
95. H 0.0443
96. H 0.0034
97. H 0.0302
98. H 0.0679
99. H 0.0981